[1]
C4H19N2SiZn | wB97M-V/def2-TZVPD

Geometry as XYZ:
```
27
Properties=species:S:1:pos:R:3:nbo_charge:R:1
Zn -0.7957 0.8376 -2.6302 0.452
Si 0.5714 -0.2187 2.0985 1.369
N -0.4187 0.3411 -4.5821 -1.397
N -1.2873 -1.0084 -1.6501 -1.272
C 0.8187 1.4270 -1.4440 -1.496
C 0.1478 -2.0304 2.3399 -1.122
C 1.4156 0.7483 3.4383 -1.111
C -1.0488 0.6112 1.6164 -1.130
H 0.2455 0.9660 -5.0486 0.371
H -0.0306 -0.6017 -4.6649 0.344
H 2.4807 0.4726 3.4688 0.233
H 0.8108 0.8644 -0.5113 0.171
H 1.7796 1.2962 -1.9620 0.182
H 0.9544 0.5439 4.4122 0.222
H 1.3553 1.8254 3.2141 0.245
H -1.3540 -1.7771 -2.3178 0.372
H -1.2744 0.3587 -5.1420 0.385
H -1.8135 -0.1397 1.3730 0.226
H -1.4362 1.2194 2.4460 0.228
H 0.2218 -2.3660 3.3842 0.230
H -0.8663 -2.2523 1.9721 0.240
H -0.5678 -1.2478 -0.9588 0.364
H 0.7071 2.5047 -1.2437 0.192
H -0.9121 1.2880 0.7655 0.268
H -2.1743 -0.9423 -1.1439 0.390
H 0.8592 -2.6155 1.7394 0.238
H 1.6121 -0.1046 1.0310 -0.194
```

Values from the calculation:
Gap between HOMO and LUMO (spin up / spin down) in eV: 3.0 / 3.0
Molecular weight in g mol⁻¹: 188.7
ΔE to the lowest compared entry with this formula, charge and spin in kcal/mol: 0.0
E_HOMO (spin up / spin down) in Eh: -0.0069 / -0.0069
Net charge: -1

***

[2]
CHF2NO3 | wB97M-V/def2-TZVPD

Geometry as XYZ:
```
8
Properties=species:S:1:pos:R:3:nbo_charge:R:1
F -2.0337 -1.2255 -1.0258 -0.273
F -0.8252 -1.7444 1.0474 -0.316
O 0.6851 0.5059 0.7918 -0.185
O 1.7203 0.6716 -0.0573 -0.451
O -0.5337 1.3253 -0.8448 -0.293
N -0.5282 0.3556 -0.2216 0.277
C -0.9834 -0.8813 -0.2219 0.754
H 2.4988 0.9929 0.5322 0.487
```

Values from the calculation:
Gap between HOMO and LUMO in eV: 9.7
Molecular weight in g mol⁻¹: 113.0
SMILES: [O-][N+](OO)=C(F)F
ΔE to the lowest compared entry with this formula, charge and spin in kcal/mol: 154.4
E_HOMO in Eh: -0.3732
Net charge: 0

***

[3]
C23H27N4O4P2SSeTi | wB97M-V/def2-TZVPD

Geometry as XYZ:
```
63
Properties=species:S:1:pos:R:3:nbo_charge:R:1
Se 2.4215 -1.3840 -0.0359 -1.022
Ti 0.2045 -0.3910 0.2765 0.616
S -0.8927 -2.6010 -0.6368 -0.106
P -1.1394 2.2433 -0.2372 0.947
P 1.8087 1.8940 0.3823 0.949
O -1.9836 -3.1381 5.7484 -0.631
O -3.3601 -0.3430 2.4006 -0.726
O -3.3644 -1.8075 4.6388 -0.700
O -1.7573 -0.1079 0.7951 -0.811
N 0.8922 -1.8578 2.9415 -0.371
N 0.4494 -1.7722 -2.8666 -0.395
N 0.7556 -3.8609 -2.3725 -0.543
N 0.1036 -1.0749 2.1347 -0.302
C 1.3277 -2.2779 -3.8188 0.200
C 2.7866 -2.5137 -5.6690 -0.222
C -2.1862 -0.5361 1.9814 0.718
C 1.7057 5.7587 -1.1441 -0.210
C -0.0866 3.6878 -0.6369 -0.361
C 0.1316 -2.7335 -1.9573 0.345
C 2.1553 4.5802 -0.5620 -0.208
C -2.1412 2.8660 1.1564 -0.936
C -1.1593 -1.1477 2.7114 -0.083
C 2.9929 -3.8560 -5.3408 -0.221
C -1.1118 -1.9965 3.8720 -0.254
C 0.3662 5.9108 -1.4733 -0.243
C 2.3635 -4.4266 -4.2435 -0.228
C 1.5447 2.1818 2.1934 -0.918
C -2.1740 -2.3758 4.8212 0.784
C -0.5217 4.8780 -1.2165 -0.139
C 3.6295 2.0163 0.3811 -0.966
C 1.9506 -1.7038 -4.9112 -0.240
C 1.2719 3.5322 -0.2968 -0.317
C 0.1721 -2.4279 3.9451 0.020
C -2.3951 2.2236 -1.5673 -0.944
C 1.5356 -3.6156 -3.4948 0.122
C 0.0782 -0.3838 -2.7058 -0.335
H 0.5048 2.0336 2.4795 0.229
H -2.8839 2.1105 1.4186 0.274
H 0.6246 -3.1015 4.6538 0.227
H 1.8014 -0.6625 -5.1646 0.217
H 1.7992 -2.0855 2.5562 0.450
H 0.2786 -0.0702 -1.6881 0.176
H -3.0173 1.3422 -1.4084 0.258
H -0.9687 -0.2136 -2.9475 0.219
H -3.0307 3.1124 -1.5499 0.212
H 1.8712 3.1780 2.5032 0.207
H -2.6293 3.8042 0.8810 0.208
H 3.2048 4.4804 -0.3142 0.212
H 2.1301 1.4221 2.7128 0.244
H -1.9155 2.1542 -2.5441 0.224
H 3.9922 2.8000 1.0486 0.207
H 4.0124 2.1867 -0.6266 0.231
H 2.5262 -5.4634 -3.9783 0.218
H 0.8215 -4.6522 -1.7543 0.436
H -1.5090 3.0388 2.0271 0.234
H 3.2931 -2.0941 -6.5282 0.210
H -1.5682 4.9981 -1.4764 0.196
H 3.6546 -4.4597 -5.9472 0.210
H 2.4053 6.5614 -1.3432 0.205
H -3.3855 -1.1925 3.8407 0.516
H 0.0180 6.8304 -1.9278 0.205
H 0.7294 0.2350 -3.3173 0.222
H 3.9795 1.0362 0.7063 0.286
```

Values from the calculation:
Gap between HOMO and LUMO (spin up / spin down) in eV: 4.8 / 4.8
Molecular weight in g mol⁻¹: 644.3
ΔE to the lowest compared entry with this formula, charge and spin in kcal/mol: 53.4
E_HOMO (spin up / spin down) in Eh: -0.0911 / -0.0883
Net charge: -1

***

[4]
C5H7NO | wB97M-V/def2-TZVPD

Geometry as XYZ:
```
14
Properties=species:S:1:pos:R:3:nbo_charge:R:1
O -1.2923 0.7500 1.7338 -0.473
N -1.0540 -1.0076 -1.4157 -0.768
C -0.0426 0.4663 1.5046 0.374
C 0.3766 0.3218 0.1101 -0.277
C 1.6185 0.8084 -0.5616 -0.626
C -1.6036 -0.5618 0.9564 -0.250
C -0.7049 -0.3953 -0.2722 0.252
H 0.6235 0.3376 2.3700 0.175
H -2.0139 -1.3103 -1.4863 0.405
H 1.6916 0.4057 -1.5771 0.213
H 1.6686 1.9011 -0.6391 0.215
H -0.5382 -0.8428 -2.2650 0.392
H 2.5184 0.4798 -0.0262 0.219
H -1.2057 -1.3577 1.5996 0.150
```

Values from the calculation:
Gap between HOMO and LUMO (spin up / spin down) in eV: 7.5 / 7.5
Molecular weight in g mol⁻¹: 97.1
ΔE to the lowest compared entry with this formula, charge and spin in kcal/mol: 113.2
E_HOMO (spin up / spin down) in Eh: -0.2609 / -0.2608
Net charge: 0

***

[5]
C6H10O | wB97M-V/def2-TZVPD

Geometry as XYZ:
```
17
Properties=species:S:1:pos:R:3:nbo_charge:R:1
O 0.5792 -0.7548 1.3692 -0.531
C 0.0905 0.2777 -1.4399 -0.407
C 1.3084 -0.5878 0.1492 0.113
C 0.6865 0.7951 -0.1192 -0.267
C -1.6169 0.3220 1.1170 -0.640
C 0.5932 -1.1528 -1.1014 -0.437
C -0.1116 0.5025 1.1693 0.109
H -2.1070 1.2034 0.6878 0.213
H 0.1454 1.2040 1.9745 0.175
H 1.2485 1.7313 -0.1206 0.211
H 1.2547 -1.5935 -1.8532 0.210
H -0.9861 0.4116 -1.5860 0.206
H 0.6121 0.7020 -2.3029 0.211
H -2.0078 0.1695 2.1281 0.221
H 2.3774 -0.7936 0.2580 0.181
H -1.8832 -0.5555 0.5192 0.214
H -0.1833 -1.8811 -0.8491 0.217
```

Values from the calculation:
Gap between HOMO and LUMO in eV: 10.5
Molecular weight in g mol⁻¹: 98.1
SMILES: C[C@H]1O[C@H]2CC[C@H]21
ΔE to the lowest compared entry with this formula, charge and spin in kcal/mol: 31.3
E_HOMO in Eh: -0.3438
Net charge: 0

***

[6]
C8H14BN3O2 | wB97M-V/def2-TZVPD

Geometry as XYZ:
```
28
Properties=species:S:1:pos:R:3:nbo_charge:R:1
O -1.6698 1.9723 -1.5073 -0.696
O -2.5578 -1.7672 0.9286 -0.946
N -0.9900 3.6163 1.6619 -0.291
N 0.4875 0.1116 2.6062 -0.310
N -3.7027 0.2418 -0.0865 -1.123
C 2.4221 0.0512 -0.2992 -0.421
C 3.6501 -0.4615 0.6467 -0.623
C -0.9166 0.1516 0.1626 -0.501
C -0.0919 -0.7931 -0.8814 -0.386
C -0.8130 1.6698 -0.3738 0.065
C -1.0871 2.7819 0.7805 0.246
C -0.2782 0.1216 1.6604 0.291
C 1.3846 -1.1969 -0.3781 -0.418
B -2.4288 -0.4384 0.3080 1.180
H 1.8253 -1.9127 -1.1809 0.216
H 2.7689 0.4268 -1.3248 0.212
H -4.4713 -0.1752 0.4763 0.395
H 4.1019 -1.4135 0.1672 0.201
H -0.7205 -1.7573 -1.0047 0.210
H -1.7537 1.1950 -2.1056 0.472
H 4.4897 0.3344 0.7288 0.220
H 0.2750 1.8008 -0.7652 0.227
H -2.5408 -2.4635 0.2326 0.500
H -0.0653 -0.3024 -1.9366 0.216
H 1.3414 -1.8153 0.5926 0.236
H 3.2575 -0.7798 1.6928 0.228
H 1.9586 0.9498 0.2751 0.208
H -3.9028 -0.0933 -1.0586 0.391
```

Values from the calculation:
Gap between HOMO and LUMO in eV: 10.3
Molecular weight in g mol⁻¹: 195.0
SMILES: CCCC[C@](C#N)(B(N)O)[C@@H](O)C#N
ΔE to the lowest compared entry with this formula, charge and spin in kcal/mol: 0.0
E_HOMO in Eh: -0.3886
Net charge: 0